Run w
# C7H12NO3

A 2-piece molecular cluster, C7H12NO3 overall (ωB97M-V/def2-TZVPD, the OMol25 dataset).

Multiplicity   1
Charge   +1
Kohn-Sham gap   9.3 eV

Element x y z (Å)
C (4.315, -0.162, 0.173)
C (3.169, 0.522, 0.433)
C (3.982, -1.305, -0.515)
C (2.158, -0.327, 0.008)
C (-3.312, -0.591, 1.007)
C (-2.952, 0.626, 0.305)
C (0.749, -0.045, -0.134)
N (-2.430, 0.286, -1.072)
O (2.692, -1.386, -0.675)
O (0.414, 1.196, 0.191)
O (-0.057, -0.842, -0.568)
H (5.336, 0.276, 0.304)
H (3.141, 1.374, 0.967)
H (4.681, -2.067, -1.069)
H (-3.520, -0.451, 2.143)
H (-2.697, -1.405, 0.710)
H (-4.408, -0.691, 0.771)
H (-3.759, 1.345, 0.298)
H (-2.832, -0.452, -1.713)
H (-1.548, -0.180, -0.855)
H (-2.217, 1.110, -1.650)
H (1.105, 1.888, 0.312)
H (-2.010, 1.281, 0.631)

***

Run x
# C7H12NO3

A 2-piece molecular cluster, C7H12NO3 overall (ωB97M-V/def2-TZVPD, the OMol25 dataset).

Multiplicity   1
Charge   +1
Kohn-Sham gap   9.2 eV

Element x y z (Å)
C (4.468, -0.558, -0.191)
C (3.342, -1.114, 0.409)
C (4.061, 0.570, -0.876)
C (2.314, -0.198, 0.064)
C (-3.285, 0.908, -1.175)
C (-3.195, -0.058, -0.042)
C (0.878, -0.311, 0.409)
N (-2.471, 0.665, 1.079)
O (2.781, 0.774, -0.776)
O (0.438, -1.447, 0.952)
O (0.031, 0.538, 0.159)
H (5.381, -1.017, -0.246)
H (3.298, -1.843, 1.086)
H (4.715, 1.147, -1.463)
H (-4.056, 0.324, -1.881)
H (-2.349, 1.065, -1.677)
H (-3.813, 1.728, -0.804)
H (-4.178, -0.314, 0.314)
H (-2.778, 1.559, 1.250)
H (-1.281, 0.662, 0.821)
H (-2.662, 0.125, 1.940)
H (0.982, -2.167, 0.834)
H (-2.623, -1.038, -0.187)

***

Stability ranking, top entry: run x; the second entry is 22.5 kJ/mol less favorable.

***

Run w
# C47H45BrN6O4RbSSi

C47H45BrN6O4RbSSi as an isolated structure (ωB97M-V/def2-TZVPD, the OMol25 dataset).

Multiplicity   1
Charge   -1
Kohn-Sham gap   5.9 eV

Element x y z (Å)
Rb (-0.677, -0.517, -0.366)
O (-0.592, 5.888, 0.672)
C (-1.814, 5.318, 0.959)
C (-2.761, 6.116, 1.585)
C (-3.999, 5.576, 1.905)
C (-4.292, 4.259, 1.570)
C (-3.331, 3.480, 0.940)
C (-2.072, 3.983, 0.659)
C (-1.015, 3.060, 0.013)
O (-1.431, 1.883, -0.348)
N (0.085, 2.986, 1.064)
N (0.946, 1.996, 1.060)
C (1.984, 2.098, 1.815)
C (2.918, 1.021, 2.053)
Br (2.562, -0.602, 1.151)
C (3.971, 1.178, 2.871)
C (5.025, 0.244, 3.283)
C (6.309, 0.753, 3.504)
C (7.349, -0.067, 3.912)
C (7.125, -1.420, 4.123)
C (5.852, -1.937, 3.928)
C (4.812, -1.117, 3.516)
H (-0.159, 5.336, 0.007)
H (-2.516, 7.147, 1.808)
H (-4.741, 6.193, 2.397)
H (-5.270, 3.848, 1.791)
H (-3.506, 2.448, 0.654)
H (-0.565, 3.653, -0.841)
H (0.322, 3.806, 1.616)
H (2.162, 3.000, 2.407)
H (4.087, 2.187, 3.261)
H (6.489, 1.810, 3.341)
H (8.336, 0.352, 4.064)
H (7.934, -2.066, 4.444)
H (5.662, -2.989, 4.103)
H (3.823, -1.534, 3.386)
C (1.818, -4.334, -2.789)
O (1.530, -4.844, -1.464)
C (1.184, -3.756, -0.732)
N (1.126, -2.630, -1.294)
C (1.396, -2.853, -2.722)
C (2.395, -1.880, -3.289)
C (2.636, -0.660, -2.667)
C (3.525, 0.249, -3.220)
C (4.179, -0.042, -4.410)
C (3.934, -1.252, -5.044)
C (3.049, -2.163, -4.484)
C (0.877, -4.010, 0.693)
C (1.268, -5.195, 1.310)
C (0.948, -5.375, 2.643)
C (0.242, -4.385, 3.308)
C (-0.106, -3.242, 2.597)
N (0.208, -3.053, 1.323)
C (-0.891, -2.162, 3.232)
N (-1.218, -1.070, 2.686)
C (-2.021, -0.318, 3.669)
C (-2.046, -1.244, 4.907)
O (-1.292, -2.405, 4.508)
C (-1.454, 1.050, 3.959)
C (-2.253, 2.176, 3.837)
C (-1.753, 3.436, 4.134)
C (-0.439, 3.571, 4.557)
C (0.371, 2.446, 4.680)
C (-0.136, 1.192, 4.383)
H (1.241, -4.919, -3.500)
H (2.886, -4.462, -2.973)
H (0.432, -2.698, -3.224)
H (2.120, -0.426, -1.746)
H (3.701, 1.192, -2.717)
H (4.869, 0.672, -4.843)
H (4.429, -1.486, -5.978)
H (2.857, -3.100, -4.997)
H (1.803, -5.943, 0.743)
H (1.238, -6.280, 3.160)
H (-0.047, -4.487, 4.344)
H (-3.021, -0.188, 3.255)
H (-3.046, -1.575, 5.182)
H (-1.555, -0.800, 5.771)
H (-3.274, 2.076, 3.489)
H (-2.387, 4.306, 4.007)
H (-0.041, 4.554, 4.784)
H (1.405, 2.548, 4.989)
H (0.509, 0.321, 4.454)
C (-5.288, -0.016, -6.185)
Si (-4.397, -1.144, -4.947)
C (-4.231, -2.810, -5.810)
C (-5.533, -1.254, -3.455)
C (-2.739, -0.342, -4.585)
C (-2.391, 0.876, -5.147)
C (-1.156, 1.462, -4.878)
C (-0.311, 0.783, -4.023)
N (-0.601, -0.388, -3.460)
C (-1.793, -0.965, -3.720)
S (-2.154, -2.492, -2.975)
H (-6.263, -0.449, -6.428)
H (-4.732, 0.087, -7.122)
H (-5.461, 0.986, -5.782)
H (-5.156, -3.048, -6.347)
H (-4.016, -3.596, -5.088)
H (-3.413, -2.790, -6.534)
H (-6.493, -1.699, -3.733)
H (-5.725, -0.257, -3.049)
H (-5.064, -1.863, -2.680)
H (-3.087, 1.385, -5.806)
H (-0.867, 2.415, -5.301)
H (0.661, 1.199, -3.766)

***

Run x
# C47H45BrN6O4RbSSi

C47H45BrN6O4RbSSi as an isolated structure (ωB97M-V/def2-TZVPD, the OMol25 dataset).

Multiplicity   1
Charge   -1
Kohn-Sham gap   6.3 eV

Element x y z (Å)
Rb (-0.232, 0.348, 0.082)
O (-4.848, 1.487, -0.368)
C (-4.373, 2.713, -0.694)
C (-5.013, 3.350, -1.757)
C (-4.577, 4.570, -2.226)
C (-3.494, 5.184, -1.620)
C (-2.895, 4.576, -0.532)
C (-3.330, 3.358, -0.022)
C (-2.558, 2.850, 1.218)
O (-1.408, 2.350, 0.995)
N (-3.481, 1.844, 2.031)
N (-3.285, 0.570, 1.852)
C (-3.574, -0.332, 2.723)
C (-3.409, -1.723, 2.418)
Br (-2.418, -2.098, 0.796)
C (-3.884, -2.750, 3.137)
C (-3.806, -4.165, 2.729)
C (-2.736, -4.985, 3.067)
C (-2.714, -6.308, 2.657)
C (-3.760, -6.829, 1.914)
C (-4.824, -6.016, 1.567)
C (-4.849, -4.696, 1.978)
H (-4.238, 1.072, 0.261)
H (-5.845, 2.837, -2.213)
H (-5.075, 5.030, -3.068)
H (-3.131, 6.132, -1.991)
H (-2.057, 5.057, -0.049)
H (-2.594, 3.713, 1.956)
H (-3.739, 2.148, 2.974)
H (-4.006, -0.084, 3.704)
H (-4.450, -2.534, 4.036)
H (-1.910, -4.579, 3.633)
H (-1.870, -6.934, 2.907)
H (-3.734, -7.861, 1.595)
H (-5.630, -6.406, 0.963)
H (-5.672, -4.054, 1.702)
C (-1.148, 2.376, -4.611)
O (0.247, 2.144, -4.480)
C (0.430, 1.549, -3.263)
N (-0.597, 1.418, -2.536)
C (-1.732, 1.989, -3.218)
C (-2.932, 1.074, -3.280)
C (-3.920, 1.305, -4.229)
C (-5.059, 0.520, -4.262)
C (-5.217, -0.508, -3.348)
C (-4.232, -0.749, -2.407)
C (-3.101, 0.046, -2.363)
C (1.777, 1.094, -2.926)
C (2.806, 1.236, -3.851)
C (4.062, 0.729, -3.519)
C (4.224, 0.099, -2.311)
C (3.122, 0.011, -1.437)
N (1.938, 0.545, -1.725)
C (3.318, -0.537, -0.100)
N (2.472, -0.510, 0.858)
C (3.102, -1.044, 2.045)
C (4.522, -1.445, 1.544)
O (4.578, -0.946, 0.222)
C (2.382, -2.226, 2.642)
C (2.549, -2.535, 3.987)
C (1.949, -3.655, 4.533)
C (1.165, -4.474, 3.737)
C (0.992, -4.173, 2.396)
C (1.604, -3.058, 1.848)
H (-1.534, 1.732, -5.411)
H (-1.313, 3.425, -4.869)
H (-2.036, 2.885, -2.656)
H (-3.803, 2.121, -4.929)
H (-5.833, 0.731, -4.990)
H (-6.111, -1.115, -3.364)
H (-4.346, -1.545, -1.685)
H (-2.348, -0.117, -1.607)
H (2.624, 1.723, -4.797)
H (4.896, 0.830, -4.203)
H (5.158, -0.350, -2.016)
H (3.158, -0.240, 2.794)
H (4.649, -2.533, 1.521)
H (5.328, -0.994, 2.128)
H (3.164, -1.898, 4.606)
H (2.093, -3.886, 5.580)
H (0.694, -5.347, 4.165)
H (0.384, -4.810, 1.769)
H (1.508, -2.836, 0.796)
C (2.759, -6.432, -3.564)
Si (1.834, -5.883, -1.975)
C (0.598, -7.302, -1.612)
C (3.041, -5.757, -0.507)
C (0.830, -4.342, -2.383)
C (-0.445, -4.476, -2.903)
C (-1.175, -3.364, -3.302)
C (-0.579, -2.126, -3.141)
N (0.626, -1.955, -2.636)
C (1.339, -3.023, -2.270)
S (2.918, -2.734, -1.684)
H (3.378, -7.307, -3.392)
H (3.401, -5.641, -3.936)
H (2.052, -6.685, -4.349)
H (1.124, -8.209, -1.334)
H (0.003, -7.528, -2.491)
H (-0.080, -7.046, -0.804)
H (3.474, -6.718, -0.242)
H (2.543, -5.357, 0.371)
H (3.845, -5.075, -0.756)
H (-0.877, -5.464, -3.006)
H (-2.164, -3.451, -3.728)
H (-1.076, -1.215, -3.458)

***

Stability ranking, top entry: run w; the second entry is 92.2 kJ/mol less favorable.

***

Run w
# C2H3N2O2

C2H3N2O2 as an isolated structure (ωB97M-V/def2-TZVPD, the OMol25 dataset).

Multiplicity   1
Charge   +1
Kohn-Sham gap (spin up / spin down)   7.4 / 7.4 eV

Element x y z (Å)
C (-0.553, -0.848, 0.413)
C (0.287, -0.016, -0.583)
N (-1.037, -0.162, 1.295)
N (0.551, 1.253, -0.191)
O (-1.466, 0.462, 2.149)
O (1.793, 1.883, -1.292)
H (-0.440, -1.876, 0.372)
H (1.210, -0.635, -0.723)
H (-0.346, -0.061, -1.438)

***

Run x
# C2H3N2O2

An isolated ion of composition C2H3N2O2 and charge +1 (ωB97M-V/def2-TZVPD, the OMol25 dataset).

Multiplicity   1
Charge   +1
SMILES   O=C=[NH+]/C=[NH+]\[O-]
Kohn-Sham gap (spin up / spin down)   9.2 / 9.2 eV

Element x y z (Å)
O (-1.698, -1.046, 1.875)
C (-0.755, -0.588, 1.477)
N (0.400, -0.329, 0.936)
C (0.240, -0.473, -0.497)
N (0.227, 0.663, -1.179)
O (-0.029, 1.706, -0.546)
H (0.835, 0.648, 1.107)
H (0.640, -1.394, -0.927)
H (0.141, 0.814, -2.247)

***

Stability ranking, top entry: run x; the second entry is 766.7 kJ/mol less favorable.

***

Run w
# C2H3P

A single C2H3P molecule (ωB97M-V/def2-TZVPD, the OMol25 dataset).

Multiplicity   1
SMILES   C#CP
Kohn-Sham gap   10.9 eV

Element x y z (Å)
C (-1.606, 0.492, -0.081)
C (-0.428, 0.407, 0.071)
P (1.657, 0.325, -0.024)
H (-2.621, 0.334, 0.118)
H (1.480, -0.754, -0.936)
H (1.517, -0.803, 0.852)

***

Run x
# C2H3P

A 2-piece molecular cluster, C2H3P overall (ωB97M-V/def2-TZVPD, the OMol25 dataset).

Multiplicity   1
Kohn-Sham gap (spin up / spin down)   8.2 / 8.6 eV

Element x y z (Å)
C (0.439, 0.492, -0.193)
C (-0.510, -0.473, 0.343)
P (-1.014, 1.005, -0.762)
H (2.300, 1.108, -0.616)
H (-0.494, -1.516, -0.162)
H (-0.721, -0.616, 1.390)

***

Stability ranking, top entry: run w; the second entry is 284.3 kJ/mol less favorable.

***

Run w
# C9H8N2O

C9H8N2O as an isolated structure (ωB97M-V/def2-TZVPD, the OMol25 dataset).

Multiplicity   1
Kohn-Sham gap   8.3 eV

Element x y z (Å)
C (0.897, -0.257, 2.654)
C (0.269, -0.942, 1.559)
C (0.225, 0.089, 0.495)
C (-0.306, -0.051, -0.829)
C (-0.015, 1.165, -1.703)
C (-0.632, 1.036, -2.921)
C (-1.436, -0.016, -3.416)
C (-1.678, -1.060, -2.573)
C (-1.124, -1.140, -1.304)
H (0.485, -0.491, 4.491)
H (2.222, -0.650, 4.241)
H (-0.279, -2.202, 1.454)
H (0.259, 1.858, -1.229)
H (-0.436, 1.990, -3.574)
H (-2.066, 0.074, -4.642)
H (-2.372, -1.879, -2.995)
H (-1.351, -1.916, -0.465)
N (1.278, -0.726, 3.891)
N (1.378, 0.930, 2.268)
O (0.968, 1.106, 0.979)

***

Run x
# C9H8N2O

A single C9H8N2O molecule (ωB97M-V/def2-TZVPD, the OMol25 dataset).

Multiplicity   1
SMILES   C/N=C(/N=C=O)c1ccccc1
Kohn-Sham gap   9.7 eV

Element x y z (Å)
C (2.911, -0.700, 0.281)
N (2.134, 0.485, 0.172)
C (1.014, 0.753, -0.082)
N (0.793, 2.477, 0.038)
C (0.939, 3.671, 0.215)
O (0.917, 4.806, 0.341)
C (-0.258, 0.107, -0.120)
C (-0.895, -0.255, -1.339)
C (-2.107, -0.905, -1.402)
C (-2.672, -1.299, -0.193)
C (-1.991, -1.138, 0.984)
C (-0.843, -0.333, 1.062)
H (3.500, -0.963, -0.554)
H (2.258, -1.501, 0.543)
H (3.741, -0.644, 0.963)
H (-0.476, 0.124, -2.338)
H (-2.545, -1.184, -2.341)
H (-3.470, -1.962, -0.250)
H (-2.397, -1.521, 1.976)
H (-0.552, -0.021, 2.043)

***

Stability ranking, top entry: run x; the second entry is 338.9 kJ/mol less favorable.